9
Properties=species:S:1:pos:R:3:forces:R:3 method="wB97M-V/def2-TZVPD" molar_mass_da=55.08 e_lumo_ev=0.8 total_energy_ha=-172.0411 largest_force_ev_per_a=2.99 orbital_gap_ev=12.5 e_homo_ev=-11.658 relative_energy_kcal_mol=8.8
C -0.9363 -0.5266 0.0246 1.39 -0.36 0.71
C 0.0958 0.6079 -0.0043 2.20 -0.17 2.02
C 1.5524 0.1094 0.1163 -0.76 -0.57 -1.06
H -0.9848 -0.9702 1.0605 -0.14 0.31 -1.24
H -1.8909 -0.1049 -0.2832 -0.07 -0.37 0.00
H -0.5119 -1.2698 -0.7045 -1.00 0.41 0.73
H 0.0415 1.1142 -0.9142 0.07 0.68 -1.76
H 0.0468 1.4342 0.7298 -0.61 -0.68 0.06
N 2.5874 -0.3943 -0.0249 -1.08 0.75 0.53

---

9
Properties=species:S:1:pos:R:3:forces:R:3 method="wB97M-V/def2-TZVPD" molar_mass_da=55.08 e_lumo_ev=-1.0 total_energy_ha=-171.7706 largest_force_ev_per_a=4.50 orbital_gap_ev=7.0 e_homo_ev=-7.988 relative_energy_kcal_mol=178.5
C -1.4027 1.3013 1.4069 0.52 -0.96 -0.59
C -0.3464 -0.9040 -1.1673 -1.74 -1.02 2.45
C 1.6934 0.0569 -0.3047 3.51 2.55 1.20
N 0.8041 -0.5294 -0.7732 -3.66 -1.37 -1.66
H -0.6043 0.4929 1.2934 -0.66 0.66 0.09
H -1.0526 1.7983 2.3096 0.17 0.35 0.54
H -1.1140 -1.1664 -0.3498 1.46 0.06 -1.47
H -0.6978 -0.8046 -2.1575 0.09 0.25 -0.91
H 2.7202 -0.2451 -0.2575 0.32 -0.51 0.35

---

10
Properties=species:S:1:pos:R:3:forces:R:3 method="wB97M-V/def2-TZVPD" molar_mass_da=69.09 total_charge=+1 e_lumo_ev="-8.9 / -8.9" total_energy_ha=-226.2552 largest_force_ev_per_a=4.68 orbital_gap_ev="6.8 / 6.9" e_homo_ev="-15.705 / -15.735" relative_energy_kcal_mol=211.6
C 1.0855 -2.5886 -1.9795 -0.31 1.53 1.31
C 0.6432 -1.7494 -1.2526 -0.60 3.17 2.30
C -0.6568 0.6529 0.6301 -3.91 -1.56 -2.05
N -0.9999 1.7066 1.3660 1.76 -1.55 -1.18
N 0.4749 0.3430 0.1387 1.68 -2.67 -1.61
H 1.5734 -2.9360 -2.8075 0.72 -1.52 -1.66
H -1.5207 0.0132 0.1114 1.62 1.30 1.74
H -1.8673 1.7522 1.8557 -0.40 0.24 0.17
H -0.1797 2.2310 1.5666 -0.04 1.22 1.08
H 1.4473 0.5750 0.3710 -0.51 -0.17 -0.11

---

10
Properties=species:S:1:pos:R:3:forces:R:3 method="wB97M-V/def2-TZVPD" molar_mass_da=69.09 total_charge=+1 e_lumo_ev=-5.8 total_energy_ha=-226.5089 largest_force_ev_per_a=4.87 orbital_gap_ev=10.6 e_homo_ev=-16.386 relative_energy_kcal_mol=52.4
C -0.6521 1.2006 -0.0477 -4.17 -0.20 -1.44
C -1.2914 -0.8793 -0.0176 -0.22 3.73 0.44
C 0.5369 0.3514 0.0082 0.79 3.35 -0.49
N -1.7748 0.4214 0.0760 2.58 0.83 -0.75
N 0.0071 -0.8952 -0.0220 -0.53 -4.75 0.89
H -0.8203 2.3179 -0.2831 0.81 -1.87 0.98
H -1.9734 -1.6611 -0.1315 -0.55 -1.52 0.05
H 1.3370 0.4545 -0.7016 0.40 0.49 -0.34
H 0.8422 0.8532 0.9409 0.77 -0.94 0.85
H 0.4956 -1.8016 0.0333 0.13 0.89 -0.19

---

10
Properties=species:S:1:pos:R:3:forces:R:3 method="wB97M-V/def2-TZVPD" molar_mass_da=69.09 total_charge=+1 e_lumo_ev=-5.5 total_energy_ha=-226.3545 largest_force_ev_per_a=4.00 orbital_gap_ev=9.5 e_homo_ev=-14.947 relative_energy_kcal_mol=149.3
C -1.3513 0.3491 -0.1924 0.10 2.38 -0.02
C -0.1384 0.1473 0.3256 -2.29 0.88 0.91
C 1.2032 0.0348 -0.6620 2.70 1.35 -1.75
N 1.0208 0.9717 0.3224 0.83 -1.83 -0.03
N 0.6447 -1.0674 0.1719 -1.98 0.78 -1.17
H -2.0996 -0.3518 -0.0951 -1.28 -1.96 -0.06
H -1.7873 1.3294 -0.5491 1.23 -0.94 0.65
H 1.1319 1.9644 0.1619 -0.46 0.09 -0.32
H 1.1231 -1.5517 0.8454 2.20 -0.23 3.33
H 0.2528 -1.8257 -0.3287 -1.06 -0.52 -1.54

---

11
Properties=species:S:1:pos:R:3:forces:R:3 method="wB97M-V/def2-TZVPD" molar_mass_da=85.09 total_charge=+1 e_lumo_ev=-4.3 total_energy_ha=-301.7307 largest_force_ev_per_a=6.34 orbital_gap_ev=11.7 e_homo_ev=-16.013 relative_energy_kcal_mol=61.9
C -0.0512 -0.0530 0.2040 -0.50 0.76 -0.37
C 1.6892 0.7583 -0.8827 0.66 0.25 1.06
C -1.4030 -0.5779 0.2969 0.17 -2.46 5.84
N 0.5869 0.2115 -1.0876 -3.56 -1.72 -3.48
N 0.7602 0.4112 1.0116 1.84 -0.32 3.42
O 2.6924 1.2287 -0.8825 2.51 1.22 -0.36
H -1.3477 -1.6858 0.8029 -0.10 2.49 -1.47
H -1.9873 -0.5995 -0.5167 -1.64 -0.24 -3.33
H -2.0232 -0.0117 1.0842 1.28 -0.55 -1.05
H 0.2838 0.0499 -2.1020 0.23 0.17 1.90
H 0.7998 0.2683 2.0719 -0.87 0.40 -2.15

---

12
Properties=species:S:1:pos:R:3:forces:R:3 method="wB97M-V/def2-TZVPD" molar_mass_da=101.08 total_charge=-1 e_lumo_ev="3.8 / 3.8" total_energy_ha=-377.1796 largest_force_ev_per_a=3.18 orbital_gap_ev="5.7 / 5.7" e_homo_ev="-1.834 / -1.834" relative_energy_kcal_mol=69.3
C -0.9553 0.1771 -0.0050 -1.68 -1.79 0.07
C -0.6059 -1.1753 0.6277 0.17 1.98 0.22
C 1.1795 0.5856 -0.6779 -0.36 -0.03 -1.00
N -0.0694 0.7024 -0.9228 1.71 0.13 -0.18
N -0.3823 0.0614 1.4297 -0.28 0.20 -2.17
O -1.2409 0.3124 2.3432 -1.69 0.25 2.68
O 2.0478 1.0950 -1.6329 0.40 -0.35 0.80
H -2.1095 0.2816 -0.2628 2.57 0.21 1.03
H -1.4049 -1.8112 0.9470 -0.22 -0.44 0.17
H 0.3827 -1.5062 0.3999 0.29 -1.13 -0.67
H 1.7364 0.0335 0.0839 -0.53 0.39 0.06
H 1.4217 1.2437 -2.3299 -0.36 0.58 -1.00

---

12
Properties=species:S:1:pos:R:3:forces:R:3 method="wB97M-V/def2-TZVPD" molar_mass_da=117.15 total_charge=+1 e_lumo_ev=-4.3 total_energy_ha=-699.9172 largest_force_ev_per_a=3.81 orbital_gap_ev=9.4 e_homo_ev=-13.704 relative_energy_kcal_mol=36.4
C -1.5515 -1.1731 -1.0634 1.43 0.95 -0.21
C 0.4395 -4.2654 0.4193 -0.69 -0.77 0.72
C -0.5906 -0.2699 -0.9022 -0.37 -0.99 0.30
N 0.1392 -5.0140 1.2901 0.85 0.45 1.54
N 0.7024 -0.5813 -1.4626 -1.06 1.02 -3.51
O -2.2865 -1.9723 -1.3699 -1.51 -1.02 -0.07
S 0.6604 -3.4148 -0.8801 0.54 -0.51 -0.46
H -0.6938 0.5333 -0.2667 -0.22 1.60 1.09
H 0.3990 -5.0707 2.3055 -0.49 -0.10 -1.60
H 0.5714 -1.5073 -1.8639 0.52 -0.22 -0.14
H 1.5221 -0.6426 -0.8924 0.57 0.26 0.91
H 0.8370 0.0440 -2.3169 0.45 -0.65 1.44

---

12
Properties=species:S:1:pos:R:3:forces:R:3 method="wB97M-V/def2-TZVPD" molar_mass_da=117.15 total_charge=+1 e_lumo_ev=-5.4 total_energy_ha=-699.8624 largest_force_ev_per_a=6.09 orbital_gap_ev=7.9 e_homo_ev=-13.340 relative_energy_kcal_mol=70.8
C -0.2681 -0.3122 -0.1018 -3.11 1.53 -2.33
C 1.9107 0.1551 0.5996 -0.58 2.67 -0.85
C -0.3989 1.1782 -0.3828 -0.44 -1.57 -3.94
N 0.7892 -0.6010 0.5479 3.59 -4.40 2.19
N -1.2648 -1.1265 -0.3535 -0.20 -0.92 0.61
O 0.7139 1.8232 -0.2731 2.64 -0.83 1.15
S 3.3438 0.6179 0.8426 -0.94 -0.85 0.04
H -1.0204 1.3541 -1.3536 1.00 -0.44 1.00
H -1.1069 1.2453 0.3425 -2.69 1.51 3.11
H 0.8235 -1.6386 0.8407 0.66 2.10 -0.18
H -2.0497 -0.5864 -0.6701 -0.64 -0.36 -0.50
H -1.4724 -2.1091 -0.0382 0.70 1.55 -0.30

---

11
Properties=species:S:1:pos:R:3:forces:R:3 method="wB97M-V/def2-TZVPD" molar_mass_da=83.09 e_lumo_ev=1.0 total_energy_ha=-281.5886 largest_force_ev_per_a=0.23 orbital_gap_ev=9.3 e_homo_ev=-8.343 relative_energy_kcal_mol=0.9
N 2.0617 0.0726 0.1146 -0.02 -0.23 -0.04
C 0.6510 -0.0147 0.0881 -0.06 0.14 -0.04
C -0.2299 1.0057 -0.1464 0.10 -0.06 -0.01
N -1.4764 0.4188 -0.0968 -0.02 -0.08 0.02
C -1.2913 -0.8956 0.1849 -0.07 -0.04 0.01
N -0.0210 -1.1938 0.3005 -0.07 0.14 -0.06
H 2.4231 -0.7082 0.6545 -0.03 0.11 -0.04
H 2.4322 -0.0299 -0.8246 0.03 0.09 0.08
H -0.0812 2.0566 -0.3400 -0.02 -0.15 0.05
H -2.3590 0.8862 -0.2147 0.08 -0.07 0.00
H -2.1093 -1.5977 0.2799 0.08 0.15 0.02

---

Repeat the seventh record exactly.
12
Properties=species:S:1:pos:R:3:forces:R:3 method="wB97M-V/def2-TZVPD" molar_mass_da=101.08 total_charge=-1 e_lumo_ev="3.8 / 3.8" total_energy_ha=-377.1796 largest_force_ev_per_a=3.18 orbital_gap_ev="5.7 / 5.7" e_homo_ev="-1.834 / -1.834" relative_energy_kcal_mol=69.3
C -0.9553 0.1771 -0.0050 -1.68 -1.79 0.07
C -0.6059 -1.1753 0.6277 0.17 1.98 0.22
C 1.1795 0.5856 -0.6779 -0.36 -0.03 -1.00
N -0.0694 0.7024 -0.9228 1.71 0.13 -0.18
N -0.3823 0.0614 1.4297 -0.28 0.20 -2.17
O -1.2409 0.3124 2.3432 -1.69 0.25 2.68
O 2.0478 1.0950 -1.6329 0.40 -0.35 0.80
H -2.1095 0.2816 -0.2628 2.57 0.21 1.03
H -1.4049 -1.8112 0.9470 -0.22 -0.44 0.17
H 0.3827 -1.5062 0.3999 0.29 -1.13 -0.67
H 1.7364 0.0335 0.0839 -0.53 0.39 0.06
H 1.4217 1.2437 -2.3299 -0.36 0.58 -1.00